Entry 1:
{"formula": "C22H22Cl2N6O2S2TeV", "method": "ωB97M-V/def2-TZVPD", "elements": ["V", "C", "S", "C", "S", "N", "N", "C", "C", "C", "C", "C", "C", "N", "H", "H", "H", "H", "H", "H", "H", "H", "N", "C", "C", "N", "C", "C", "N", "H", "H", "H", "H", "H", "Cl", "C", "Cl", "C", "O", "O", "H", "C", "Te", "C", "C", "C", "C", "C", "C", "C", "H", "H", "H", "H", "H", "H", "H", "H"], "xyz": [[0.1982, 0.4173, -0.2005], [1.3224, -0.1971, 5.0963], [2.3579, 0.6364, 3.8754], [1.6415, 0.1064, 2.4023], [2.2188, 0.8202, 0.9146], [0.7111, -0.8091, 2.4093], [0.2385, -1.0205, 1.1342], [-0.3545, -2.1285, 0.8896], [-0.7452, -2.3099, -0.4988], [-1.5070, -3.3721, -0.9437], [-1.8306, -3.4478, -2.2877], [-1.3517, -2.4679, -3.1374], [-0.5888, -1.4389, -2.6157], [-0.2865, -1.3338, -1.3161], [1.8106, -0.0396, 6.0559], [1.2578, -1.2577, 4.8747], [0.3317, 0.2515, 5.1035], [-0.4912, -2.8738, 1.6640], [-1.8363, -4.1185, -0.2335], [-2.4464, -4.2545, -2.6630], [-1.5590, -2.4899, -4.1982], [-0.2156, -0.6752, -3.2793], [-3.9058, 1.0956, 3.2057], [-2.7191, 1.5914, 2.7720], [-1.9817, 0.9581, 1.7608], [-0.8158, 1.4433, 1.3488], [-0.3654, 2.5705, 1.9182], [-1.0986, 3.1726, 2.9205], [-2.2593, 2.6958, 3.3546], [-4.3585, 0.3296, 2.7450], [-4.4127, 1.6178, 3.8981], [-2.3550, 0.0600, 1.2877], [0.5740, 2.9700, 1.5756], [-0.7312, 4.0733, 3.3978], [-0.8135, 3.4215, -3.8343], [-1.9834, 2.5898, -2.8031], [-2.9439, 1.4470, -3.7529], [-1.3209, 1.8782, -1.5970], [-1.8107, 0.8217, -1.1441], [-0.2802, 2.3972, -1.0933], [-2.6559, 3.3559, -2.4297], [3.7419, 0.2703, -2.2408], [1.7490, 1.0435, -2.3297], [2.6693, 2.8792, -1.7824], [4.1008, 2.7453, -2.2394], [4.9023, 3.8677, -2.4221], [6.2082, 3.7273, -2.8655], [6.7156, 2.4632, -3.1371], [5.9235, 1.3416, -2.9498], [4.6178, 1.4738, -2.4894], [3.8909, -0.5088, -2.9848], [3.9120, -0.1551, -1.2526], [2.5874, 2.9991, -0.7047], [2.1458, 3.6975, -2.2667], [4.4971, 4.8525, -2.2203], [6.8241, 4.6047, -3.0145], [7.7290, 2.3522, -3.5020], [6.3198, 0.3566, -3.1723]], "forces_ev_per_angstrom": [[-0.40, 1.72, -1.30], [0.07, 0.02, -0.05], [0.01, 0.03, -0.01], [-0.15, -0.25, -0.18], [0.39, 0.08, 0.49], [0.07, 0.14, 0.10], [-0.01, -1.15, 1.12], [0.11, -0.01, 0.11], [0.08, 0.05, -0.05], [-0.01, -0.11, 0.12], [-0.04, -0.03, -0.04], [0.01, -0.10, -0.03], [0.01, 0.04, 0.14], [-0.39, -0.61, -0.36], [-0.02, 0.00, 0.00], [0.01, -0.01, 0.04], [-0.01, -0.05, 0.01], [-0.02, -0.07, -0.02], [-0.04, -0.01, -0.03], [0.04, 0.00, 0.01], [0.00, 0.02, 0.03], [-0.02, 0.16, 0.01], [0.12, 0.00, 0.00], [-0.07, 0.05, 0.09], [0.15, 0.04, -0.07], [-0.68, 0.13, 0.77], [0.00, -0.03, -0.02], [-0.11, -0.01, 0.08], [0.05, 0.05, 0.00], [-0.01, 0.01, -0.02], [-0.01, 0.01, -0.01], [0.01, -0.02, -0.04], [0.06, -0.01, -0.04], [-0.01, -0.01, -0.03], [0.10, -0.06, 0.14], [-0.10, -0.15, 0.19], [0.01, 0.03, 0.07], [-0.10, 0.60, -0.06], [0.44, -0.09, -0.18], [-0.18, -0.35, -0.33], [-0.08, -0.02, 0.07], [0.05, -0.05, -0.03], [0.86, -0.05, -0.76], [0.12, 0.07, 0.05], [-0.02, -0.05, -0.03], [0.00, -0.04, 0.01], [-0.03, 0.00, 0.01], [0.02, 0.01, 0.00], [0.02, -0.04, 0.00], [-0.03, 0.09, -0.01], [-0.06, 0.02, -0.05], [-0.06, 0.00, 0.06], [-0.05, 0.00, 0.06], [-0.07, -0.01, -0.06], [0.02, -0.01, -0.03], [-0.01, -0.02, 0.01], [-0.04, 0.00, 0.01], [-0.02, 0.04, 0.04]], "charge": 1, "largest_force_ha_per_bohr": 0.043, "energy_ha": -4259.235639, "homo_energy_ev": [-11.0, -11.2], "spin_multiplicity": 3, "de_lowest_kcal_mol": 3.7}



Entry 2:
{"formula": "C6H10NO", "method": "ωB97M-V/def2-TZVPD", "elements": ["C", "C", "C", "C", "C", "C", "N", "O", "H", "H", "H", "H", "H", "H", "H", "H", "H", "H"], "xyz": [[3.0972, 0.1071, 0.3959], [2.2190, 0.6356, -0.3071], [3.8774, -0.5194, 1.1268], [-3.6553, 0.0087, 0.9593], [1.1540, 0.9817, -1.0382], [-2.4292, 0.3874, 0.7448], [0.3029, -0.1162, -1.5786], [-1.5891, -0.3463, -0.0731], [4.6319, -0.2183, 1.8212], [3.6544, -1.5830, 1.1570], [-4.0088, -0.9123, 0.5933], [-4.3866, 0.6672, 1.5400], [0.8197, 1.9728, -1.1736], [-1.9836, 1.3205, 1.2088], [-0.6738, -0.0307, -1.1904], [0.7271, -1.0575, -1.2986], [0.2530, -0.1123, -2.5689], [-2.0101, -1.1851, -0.3187]], "forces_ev_per_angstrom": [[-1.32, 1.98, -1.58], [-3.26, 1.23, -2.35], [2.31, -3.39, 2.90], [-1.80, 1.85, 1.60], [1.96, -1.60, 1.36], [0.49, 1.67, 0.73], [1.53, -0.82, 0.74], [-0.12, -0.39, 0.53], [0.32, 0.65, 0.04], [0.38, -0.21, -0.03], [-0.61, -0.97, -0.53], [1.34, -1.18, -0.77], [-0.43, 0.77, -0.46], [-0.30, -1.39, -1.02], [0.36, -0.18, 0.29], [-0.81, 1.65, -0.31], [0.18, 0.18, -1.42], [-0.21, 0.16, 0.27]], "charge": 1, "largest_force_ha_per_bohr": 0.098, "energy_ha": -364.212434, "homo_energy_ev": -13.2, "de_lowest_kcal_mol": 84.6}



Entry 3:
{"formula": "C5H6N2O2", "method": "ωB97M-V/def2-TZVPD", "elements": ["C", "C", "C", "C", "C", "H", "H", "H", "H", "H", "H", "N", "N", "O", "O"], "xyz": [[1.4050, 2.3558, -0.8988], [1.1342, 0.9978, -0.3019], [-0.6632, -0.6325, 0.1227], [-1.7564, -2.1868, 0.5489], [-0.7361, -2.2962, 1.3940], [2.2943, 2.7986, -0.6971], [0.8093, 3.0366, -0.5436], [1.1130, 2.3743, -1.8977], [-0.6373, 0.9741, -1.1221], [-2.6340, -2.9298, 0.2832], [-0.4903, -3.0774, 2.3428], [-0.1332, 0.5693, -0.4467], [-1.7828, -1.1691, -0.2271], [2.0404, 0.3884, 0.3622], [0.0371, -1.2031, 1.0813]], "forces_ev_per_angstrom": [[0.12, -4.01, -1.01], [4.70, -0.84, 2.86], [1.65, 3.47, -1.49], [-5.47, -7.63, 1.18], [0.90, -2.60, 3.17], [3.27, 0.27, 0.19], [-4.07, 3.53, 2.62], [0.18, -0.16, -2.20], [-2.61, 1.66, -2.82], [1.99, 1.12, 1.50], [-0.46, 2.75, -3.25], [1.24, -3.44, 3.38], [1.72, 4.02, -2.28], [-3.22, 1.85, -2.29], [0.06, 0.00, 0.43]], "largest_force_ha_per_bohr": 0.184, "energy_ha": -454.042167, "homo_energy_ev": -8.9, "de_lowest_kcal_mol": 57.8}